DFT (ωB97M-V/def2-TZVPD) results for a 2-piece molecular cluster, C6H10OSi overall at a distorted geometry.

Its molar mass is 126.23 g mol⁻¹. As for the total charge: 0. The spin multiplicity is 1. The value obtained for the strongest force on any atom is 4.29 eV/Å. As for the energy above the lowest of the compared OMol25 structures with the same formula, charge and spin: 512.9 kJ/mol.

Each line ends with the Löwdin charge.
Geometry (Å):
C1 3.2826 -0.3293 -0.2722  -0.113
C2 2.0893 -0.9391 -0.6837  -0.175
C3 2.9074 0.9588 0.0248  -0.196
C4 1.1449 0.0419 -0.7789  -0.166
C5 -1.5882 1.2793 1.2205  -0.242
C6 -2.4390 -1.5041 -0.2982  -0.217
O1 1.6372 1.1578 -0.2766  -0.097
Si1 -2.1091 0.4561 -0.4165  0.907
H1 4.1563 -0.9159 0.0034  0.098
H2 1.9950 -1.9181 -1.1364  0.081
H3 3.5309 1.7921 0.4641  0.130
H4 -0.5659 1.5113 0.9921  -0.017
H5 -2.2930 2.1523 1.3376  0.042
H6 -1.6207 0.4843 1.9678  0.029
H7 -3.4336 -1.7222 -0.1813  -0.032
H8 -1.9473 -2.0435 -1.1786  0.056
H9 -1.9343 -1.7275 0.5970  -0.011
H10 -2.8123 1.2658 -1.3850  -0.079

Cartesian forces, eV/Å:
C 0.02 0.44 1.39
C -0.91 -0.75 -1.79
C 3.72 0.31 1.07
C -3.18 -1.32 -0.17
C -1.82 -0.23 -1.55
C 2.66 2.29 -2.47
O -0.50 1.93 0.20
Si 2.42 -2.55 0.97
H 0.13 0.73 -0.27
H -0.09 0.00 0.36
H -1.19 -0.99 -0.68
H 0.53 0.67 0.27
H 1.09 -0.82 0.50
H -0.18 0.45 0.24
H -2.55 -0.63 0.00
H -0.83 0.80 1.29
H 0.84 -0.56 1.09
H -0.18 0.26 -0.45